(1)
{"formula": "C27H22Cl2GaN6O6", "method": "the ωB97M-V functional and the def2-TZVPD basis", "e_above_lowest_kcal_mol": 27.66, "homo_ev": [-4.5027, -2.2381], "charge": -1, "homo_lumo_gap_ev": [7.0, 4.7], "symbols": ["C", "H", "N", "O", "N", "C", "C", "C", "H", "H", "C", "H", "C", "Ga", "C", "N", "H", "N", "H", "H", "C", "H", "O", "C", "Cl", "C", "C", "H", "O", "C", "H", "C", "H", "N", "C", "C", "O", "C", "C", "C", "H", "H", "O", "C", "C", "H", "C", "H", "C", "H", "H", "C", "H", "C", "Cl", "O", "H", "N", "H", "H", "H", "C", "C", "C"], "coordinates": [[-1.26995, -2.35823, 0.52984], [1.46130, 5.04444, 2.78340], [-1.66811, 2.50446, 0.90505], [0.47985, 2.61035, 0.13994], [-1.51506, 0.12557, -0.89923], [-0.21248, 1.39937, -2.34264], [-2.58364, 1.90561, -2.23840], [-1.50114, 1.14054, -1.79559], [-1.06775, 3.78560, -4.63628], [1.63898, 4.69626, 1.03907], [-3.71823, -2.49930, 0.41688], [-3.86111, 1.52983, 1.08758], [-1.11388, 0.33569, 5.50515], [0.43616, -0.00676, 0.17295], [1.21291, 2.40400, -4.00113], [-3.80690, 2.34285, 1.68920], [-3.55833, -1.16344, 3.70360], [0.31280, 0.59045, 2.12292], [-3.54207, -0.35234, -1.11295], [1.92519, 3.40687, 2.20828], [-2.31556, -0.31504, 5.24195], [2.81882, 0.29243, -1.89063], [2.36627, -0.27496, 0.15570], [2.02433, 0.84152, -2.37438], [-5.18811, -4.40551, 1.64932], [1.32924, 4.29686, 2.00359], [-2.54940, 2.84969, 1.81200], [-4.35256, 2.28610, 2.53318], [2.16106, -1.79546, 2.04670], [-0.06332, 2.31469, -3.41432], [0.70080, 1.13925, 4.66258], [-1.77798, -0.32265, 2.89686], [-0.85702, 0.58424, 6.52785], [-0.06658, 3.90069, 1.92735], [-2.57919, -0.62141, -0.66766], [-1.18321, 3.06844, -3.83338], [1.40598, 1.19936, 2.45124], [2.24435, 1.64684, -3.48988], [-2.49102, -4.09117, 1.74016], [-2.22940, 3.76138, 2.85533], [-2.01929, -0.57024, 1.87833], [-0.35924, -3.81037, 1.77882], [4.27951, -1.36898, 1.03258], [-2.63942, -0.63374, 3.92882], [-2.40565, 2.87489, -3.22349], [-0.62217, 4.91118, 3.64879], [-0.24291, 0.64569, 4.48300], [-2.49740, -4.92738, 2.42566], [-0.96273, 4.23783, 2.87316], [-4.65938, -2.11674, 0.04001], [-3.25682, 3.47390, -3.52458], [-0.39756, 2.94995, 0.94150], [-3.55966, 1.76965, -1.79167], [-0.54582, 0.29000, 3.15364], [3.02425, -0.77079, 1.49271], [-0.11710, -1.84133, 0.19349], [3.23201, 1.68172, -3.92890], [0.82588, 0.71941, -1.82313], [-2.98937, -0.58013, 6.04615], [1.36757, 3.06076, -4.84864], [-2.95082, 4.02691, 3.61137], [-2.52389, -1.83241, 0.07803], [-3.69202, -3.60840, 1.22532], [-1.30767, -3.48078, 1.37648]]}


(2)
{"formula": "C39H46Cl2F3HfN4O2", "method": "the ωB97M-V functional and the def2-TZVPD basis", "e_above_lowest_kcal_mol": 0.00, "homo_ev": -9.8151, "charge": 1, "homo_lumo_gap_ev": 5.7, "symbols": ["H", "Cl", "C", "H", "F", "H", "Cl", "C", "C", "H", "Hf", "C", "H", "H", "C", "C", "H", "C", "C", "C", "C", "C", "C", "C", "H", "C", "C", "C", "H", "C", "H", "C", "C", "O", "C", "H", "H", "H", "C", "F", "H", "C", "C", "C", "C", "H", "H", "C", "H", "H", "C", "H", "H", "H", "H", "H", "H", "H", "N", "C", "N", "C", "H", "H", "C", "H", "C", "F", "N", "H", "H", "H", "C", "C", "C", "H", "C", "H", "H", "C", "H", "H", "C", "H", "H", "O", "C", "H", "H", "H", "N", "H", "H", "H", "H", "H", "C"], "coordinates": [[2.02048, 3.54020, 4.35369], [-1.54738, -3.45688, 1.00980], [-1.57007, 2.42435, -1.29399], [1.42327, -5.30288, -1.37070], [3.78855, 0.05999, -3.94706], [2.92465, -5.59483, 3.07735], [-1.90378, -0.55029, 1.12490], [-3.36312, 1.27235, -4.34752], [2.76076, 1.10914, -2.13723], [-2.67349, -4.46188, -4.80020], [0.82796, 0.52408, -0.52948], [1.35979, -4.83784, -2.35741], [1.63630, -4.76122, 2.20067], [-0.91419, -2.71116, -5.04686], [-3.33240, 3.91087, -2.50204], [2.81648, -2.26314, 2.18093], [-1.80857, -0.92584, -3.96720], [-1.46369, -2.01776, 2.02690], [-1.27621, 3.30726, -0.26653], [0.96624, 3.77757, 4.19346], [1.06428, -2.53014, -1.19390], [0.76153, -3.47373, -2.23386], [3.83819, 1.19242, -3.23403], [-0.14336, -2.87437, -3.06898], [-4.29067, 3.79737, -0.54950], [3.45710, -3.58951, 2.43345], [-0.81875, -3.46679, -4.26401], [-0.99728, 5.26069, 2.11977], [2.09792, 1.32583, 3.80812], [2.76200, -1.17586, 3.00989], [-2.71971, 4.78648, -2.27596], [-2.43311, 5.07621, 2.61865], [-0.42800, 3.09066, 0.81020], [1.62545, 1.60993, -2.32679], [2.29357, -1.25468, 5.47648], [-2.75715, 0.78176, -5.11291], [-5.14589, 4.80965, -1.71679], [-3.64127, 4.02056, -3.54242], [-1.58442, 0.62201, -2.56186], [5.04690, 1.30849, -2.69604], [-2.92998, 6.03909, 2.72798], [-1.28526, -0.63247, -3.06735], [3.33863, -1.02671, 4.38118], [1.97652, -0.17517, 2.33778], [1.85731, -2.77010, -0.08368], [0.18976, 2.05549, 5.27653], [2.73539, -1.13580, 6.46479], [2.06059, -1.93099, 1.00233], [3.77890, -0.03280, 4.48988], [-5.22140, 0.90459, -3.28515], [-2.52291, 1.55252, -3.14365], [4.15870, -1.73476, 4.50583], [3.94376, -3.94317, 1.52160], [1.46748, -0.54723, 5.38672], [-2.85046, -3.26616, -3.51171], [1.87682, -2.26007, 5.41022], [-2.10956, -4.82352, -3.16610], [2.33480, -3.73941, -0.03585], [-1.02994, 1.16929, -1.43059], [2.74592, -4.79960, -3.00674], [1.54127, -0.66145, 1.12672], [0.92316, 2.07318, 2.23309], [-2.44627, 4.57507, 3.58643], [2.69064, -4.37630, -4.00982], [-2.51021, 2.67061, -2.36118], [-5.21563, 3.05064, -1.84656], [-0.39659, -1.56124, -2.54321], [3.61800, 2.21869, -4.04478], [0.36656, -1.36250, -1.41518], [-1.80147, 4.25255, -0.28044], [-3.69228, 2.21657, -4.78313], [3.16615, -5.80145, -3.08237], [0.55157, 3.32742, 2.82956], [2.44469, -4.62973, 2.92160], [-4.56922, 3.89307, -1.60003], [-0.18683, -4.25238, -4.68036], [-0.28325, 3.95893, 1.94665], [0.44538, 3.48568, 6.28037], [-2.16732, -2.12938, 2.84386], [1.69212, 1.09019, 2.83352], [1.99621, -4.31851, 3.86553], [0.69331, -5.47052, -2.94550], [-2.19604, -4.03852, -3.91761], [-0.44390, -1.89830, 2.37920], [-4.28324, -0.55120, -3.59161], [3.00166, 0.47302, -1.08098], [0.11796, 3.14382, 5.29954], [-5.17394, 0.21567, -4.90958], [-0.44319, 5.88301, 2.82377], [-1.00132, 5.80570, 1.17302], [0.34685, 1.96516, 0.98484], [-3.01606, 4.46823, 1.92567], [-0.93314, 3.40673, 5.18143], [4.25019, -3.47332, 3.17313], [3.43403, -4.18340, -2.42666], [0.88874, 4.86405, 4.25169], [-4.58253, 0.40811, -4.01556]]}


(3)
{"formula": "C2H4O12RbS3", "method": "the ωB97M-V functional and the def2-TZVPD basis", "e_above_lowest_kcal_mol": 80.65, "homo_ev": 2.7935, "charge": -3, "homo_lumo_gap_ev": 2.6, "symbols": ["H", "O", "H", "O", "O", "Rb", "O", "S", "H", "C", "O", "S", "O", "H", "C", "O", "O", "O", "O", "S", "O", "O"], "coordinates": [[-0.90657, 2.13460, -0.82116], [-1.67139, -3.84187, -0.93682], [-3.17053, 1.29847, -1.07097], [-0.98771, -2.20390, 0.70996], [5.80726, 1.70294, -1.14560], [1.63754, -0.98469, 0.74250], [-1.16866, -4.60258, 1.23357], [4.86947, 0.55261, -1.18272], [-0.42457, 0.56750, -0.67498], [-1.13607, 1.25571, -0.21867], [-2.45697, 3.66107, 1.16916], [-0.83985, -3.59257, 0.21940], [3.60348, 0.59002, -0.49522], [-2.82713, -0.30662, -0.47313], [-2.62258, 0.75062, -0.30435], [5.54150, -0.70004, -0.95091], [-0.80020, 1.60600, 1.09674], [0.51924, -3.78254, -0.33378], [-3.09423, 1.13492, 0.97189], [-2.16441, 2.32430, 1.79104], [-2.35997, 2.19467, 3.22965], [4.65236, 0.24137, -2.55560]]}


(4)
{"formula": "C4H6O2", "method": "the ωB97M-V functional and the def2-TZVPD basis", "e_above_lowest_kcal_mol": 76.41, "homo_ev": -9.8442, "homo_lumo_gap_ev": 10.6, "smiles": "CC(=O)[C@H]1CO1", "symbols": ["O", "H", "C", "H", "C", "C", "O", "H", "C", "H", "H", "H"], "coordinates": [[1.93486, -1.15501, -0.07677], [-0.55094, -1.89790, -0.85458], [-0.41263, -0.92033, -0.33058], [-1.52682, 0.35279, 1.33631], [-1.61754, -0.37240, 0.42457], [0.97726, -0.44928, -0.11085], [-1.30193, 0.19681, -0.79173], [2.06451, 1.18328, 0.80773], [1.21522, 1.06573, -0.07209], [0.15164, 1.61394, 0.32123], [1.55351, 1.36264, -1.26097], [-2.48716, -0.98026, 0.60773]]}